{"formula": "C4H2KLiO2", "method": "ωB97M-V/def2-TZVPD", "symbols": ["C", "C", "O", "K", "H", "C", "C", "O", "Li", "H"], "xyz": [[-0.7663, -0.7261, -1.7676], [-1.9917, -0.9817, -1.6465], [0.3955, -0.4311, -1.5206], [2.0208, 0.5567, -0.1975], [-2.7636, -1.6666, -1.9662], [0.3180, 1.2736, 1.4437], [-0.6019, 1.8688, 0.8211], [-1.6112, 2.0201, 0.1387], [-2.5183, 1.0520, -1.1366], [0.7723, 1.1842, 2.4194]], "forces_ev_per_angstrom": [[0.004, -0.340, 1.534], [-0.294, 0.390, -0.757], [-0.875, -0.300, -1.414], [1.291, -0.084, -0.397], [0.424, 0.198, -0.019], [-0.987, 1.626, 0.624], [0.066, -2.431, 0.925], [0.065, 0.992, -0.570], [0.474, -0.297, 0.375], [-0.168, 0.245, -0.302]], "multiplicity": 1, "homo_lumo_gap_ev": 7.376, "total_energy_ev": -24803.635, "relative_energy_ev": 0.0000, "max_force_ha_per_bohr": 0.0506}